DFT (ωB97M-V/def2-TZVPD) results for a cluster of 12 separate species, C29H50BN11O3P in total.

Last column: Löwdin charge in e.
Geometry (Å):
1 C -0.094 3.242 2.144  -0.095
2 C 0.483 2.421 1.033  -0.124
3 B 0.346 0.771 0.903  -0.724
4 C -0.976 0.335 0.029  -0.180
5 C -2.367 0.202 0.886  -0.377
6 C -2.249 -0.660 2.276  -0.137
7 C -3.418 -0.658 -0.091  -0.148
8 C 1.670 0.292 -0.008  -0.231
9 P 2.242 -1.493 0.398  0.730
10 O 1.067 -2.524 0.634  -0.406
11 O 3.331 -1.590 1.773  -0.243
12 O 3.190 -2.050 -0.996  -0.295
13 H -1.264 3.370 2.288  0.027
14 H 0.690 3.729 2.892  0.016
15 H 1.070 2.991 0.179  0.076
16 H 0.392 0.327 1.993  0.058
17 H -0.843 -0.644 -0.612  0.094
18 H -1.151 1.209 -0.765  0.107
19 H -2.882 1.235 1.147  0.118
20 H -2.100 -1.818 2.040  0.084
21 H -3.323 -0.598 2.795  0.056
22 H -1.491 -0.241 3.062  0.052
23 H -2.889 -1.720 -0.223  0.077
24 H -3.468 -0.204 -1.182  0.073
25 H -4.463 -0.808 0.413  0.056
26 H 1.414 0.358 -1.166  0.099
27 H 2.535 1.029 0.271  0.070
28 H 3.249 -0.734 2.296  0.077
29 H 2.614 -2.044 -1.820  -0.017
30 C 2.228 -0.207 -5.398  -0.083
31 C 2.252 -1.433 -4.500  -0.192
32 N 2.272 -2.450 -3.755  0.104
33 H 2.944 0.535 -5.035  0.061
34 H 2.496 -0.489 -6.420  0.074
35 H 1.228 0.234 -5.400  0.070
36 C -2.717 6.737 2.736  -0.072
37 C -3.137 5.482 1.989  -0.208
38 N -3.485 4.440 1.370  0.103
39 H -1.954 6.491 3.480  0.081
40 H -2.306 7.468 2.034  0.072
41 H -3.580 7.176 3.243  0.068
42 C -0.342 0.877 5.835  -0.088
43 C 0.170 2.262 5.476  -0.194
44 N 0.595 3.411 5.178  0.080
45 H 0.077 0.135 5.149  0.064
46 H -0.048 0.623 6.857  0.066
47 H -1.433 0.852 5.762  0.052
48 C 0.340 -5.638 0.734  -0.088
49 C -1.102 -6.108 0.632  -0.217
50 N -2.298 -6.498 0.548  0.059
51 H 0.874 -6.231 1.482  0.066
52 H 0.838 -5.751 -0.232  0.077
53 H 0.369 -4.585 1.028  0.035
54 C 3.491 5.095 0.436  -0.097
55 C 2.477 6.018 1.092  -0.224
56 N 1.636 6.784 1.636  0.067
57 H 3.482 5.242 -0.648  0.037
58 H 4.493 5.311 0.816  0.067
59 H 3.243 4.053 0.656  0.055
60 C -0.188 -5.044 4.706  -0.079
61 C -0.976 -3.771 4.971  -0.193
62 N -1.630 -2.716 5.191  0.101
63 H -0.869 -5.852 4.426  0.074
64 H 0.523 -4.879 3.892  0.067
65 H 0.361 -5.336 5.606  0.070
66 C -1.242 -4.626 -5.161  -0.072
67 C -0.730 -3.241 -5.520  -0.178
68 N -0.305 -2.092 -5.817  0.098
69 H -0.823 -5.368 -5.846  0.010
70 H -0.948 -4.879 -4.139  0.083
71 H -2.333 -4.651 -5.234  0.081
72 C -1.254 5.371 -1.373  -0.080
73 C 0.153 5.679 -1.858  -0.201
74 N 1.321 5.934 -2.260  0.081
75 H -1.212 4.850 -0.413  0.044
76 H -1.817 6.300 -1.250  0.068
77 H -1.769 4.737 -2.100  0.076
78 C -6.380 1.365 3.981  -0.081
79 C -4.899 1.663 4.152  -0.197
80 N -3.671 1.910 4.293  0.122
81 H -6.514 0.522 3.298  0.073
82 H -6.823 1.113 4.949  0.069
83 H -6.892 2.241 3.572  0.072
84 C 6.162 1.317 -3.644  -0.085
85 C 5.148 2.240 -2.989  -0.202
86 N 4.307 3.007 -2.444  0.111
87 H 6.153 1.464 -4.728  0.070
88 H 7.164 1.533 -3.264  0.072
89 H 5.914 0.275 -3.424  0.075
90 C 2.130 -7.013 -6.847  -0.070
91 C 0.634 -7.275 -6.779  -0.196
92 N -0.607 -7.492 -6.722  0.096
93 H 2.669 -7.782 -6.286  0.077
94 H 2.465 -7.032 -7.888  0.076
95 H 2.357 -6.034 -6.418  0.079

Computed properties:
Calculated total energy = -63369.5730 eV
Total charge = -1
Max |F| = 0.197 hartree/bohr
Multiplicity = 1
Gap between HOMO and LUMO = 4.8 eV

DFT (ωB97M-V/def2-TZVPD) results for a structure of composition C29H50Cl2MnN4O10P2S2.

Last column: Löwdin charge in e.
Geometry (Å):
1 Mn -0.171 -0.585 -0.324  0.720
2 C -3.003 3.706 1.216  -0.030
3 C -2.260 3.359 2.493  -0.382
4 C -0.780 3.697 2.426  -0.038
5 O -2.472 1.951 2.869  -0.167
6 P -2.236 0.680 1.977  0.481
7 O -1.145 0.816 0.966  -0.373
8 C -1.853 -0.579 3.227  -0.173
9 P -1.593 -2.201 2.442  0.487
10 O -1.065 -2.024 1.059  -0.353
11 O -2.970 -2.948 2.399  -0.165
12 C -3.451 -3.897 3.418  -0.408
13 C -4.611 -4.637 2.788  -0.024
14 C -3.819 -3.186 4.706  -0.030
15 O -0.656 -2.920 3.476  -0.171
16 C 0.296 -4.023 3.275  -0.382
17 C -0.097 -4.974 2.156  -0.031
18 C 1.670 -3.424 3.055  -0.026
19 O -3.558 0.307 1.221  -0.169
20 C -4.923 0.593 1.691  -0.409
21 C -5.728 0.995 0.473  -0.028
22 C -5.489 -0.636 2.371  -0.026
23 H -2.846 4.758 0.982  0.100
24 H -4.074 3.539 1.329  0.082
25 H -2.633 3.105 0.382  0.073
26 H -2.705 3.888 3.334  0.150
27 H -0.305 3.190 1.588  0.061
28 H -0.282 3.413 3.355  0.091
29 H -0.668 4.773 2.294  0.098
30 H -2.641 -0.610 3.979  0.080
31 H -0.924 -0.280 3.715  0.093
32 H -2.642 -4.597 3.621  0.123
33 H -5.465 -3.974 2.649  0.084
34 H -4.908 -5.462 3.433  0.099
35 H -4.318 -5.042 1.820  0.091
36 H -4.662 -2.512 4.554  0.075
37 H -2.966 -2.633 5.102  0.077
38 H -4.107 -3.924 5.453  0.103
39 H 0.268 -4.543 4.233  0.151
40 H -0.203 -4.434 1.215  0.075
41 H -1.026 -5.502 2.368  0.081
42 H 0.686 -5.722 2.041  0.099
43 H 1.688 -2.901 2.101  0.061
44 H 2.420 -4.214 3.042  0.101
45 H 1.913 -2.725 3.857  0.094
46 H -4.863 1.427 2.392  0.135
47 H -5.825 0.153 -0.213  0.092
48 H -5.260 1.826 -0.054  0.077
49 H -6.725 1.304 0.786  0.099
50 H -5.414 -1.496 1.706  0.092
51 H -6.536 -0.467 2.617  0.103
52 H -4.952 -0.857 3.293  0.058
53 Cl -1.704 0.926 -2.053  0.636
54 C -2.288 -0.542 -2.861  -0.843
55 Cl -1.664 -1.956 -1.973  0.660
56 H -1.923 -0.566 -3.881  0.049
57 H -3.370 -0.558 -2.814  0.046
58 C 4.346 6.563 -5.993  -0.109
59 C 3.327 5.521 -5.562  -0.285
60 S 4.154 4.176 -4.688  0.657
61 O 4.079 4.434 -3.266  -0.332
62 O 5.428 3.892 -5.279  -0.281
63 C 3.086 2.710 -4.943  -0.188
64 C 3.685 1.622 -4.052  -0.137
65 N 2.693 0.664 -3.570  0.070
66 C 2.056 0.766 -2.393  -0.308
67 N 1.235 -0.269 -2.202  0.018
68 C 1.342 -1.061 -3.305  -0.064
69 C 2.233 -0.494 -4.166  -0.111
70 N 2.604 -0.989 -5.463  -0.327
71 O 2.147 -2.073 -5.761  0.120
72 O 3.305 -0.287 -6.167  0.114
73 C 2.263 1.877 -1.427  0.035
74 H 3.840 7.368 -6.523  0.087
75 H 5.089 6.123 -6.656  0.081
76 H 4.861 6.986 -5.132  0.088
77 H 2.817 5.066 -6.413  0.104
78 H 2.604 5.911 -4.848  0.102
79 H 3.099 2.434 -5.995  0.106
80 H 2.085 3.012 -4.630  0.111
81 H 4.130 2.089 -3.175  0.113
82 H 4.460 1.096 -4.595  0.134
83 H 0.798 -1.980 -3.447  0.108
84 H 3.110 1.658 -0.771  0.101
85 H 1.371 1.984 -0.813  0.073
86 H 2.479 2.820 -1.928  0.083
87 S 3.493 0.547 2.496  1.133
88 C 1.932 0.502 1.799  -0.453
89 N 1.751 -0.362 0.845  -0.038
90 C 2.912 -1.085 0.600  -0.346
91 C 3.057 -2.117 -0.331  -0.033
92 C 4.276 -2.751 -0.426  -0.047
93 C 5.352 -2.372 0.386  -0.049
94 C 5.224 -1.361 1.316  -0.058
95 C 3.991 -0.722 1.417  -0.450
96 H 1.147 1.167 2.133  0.069
97 H 2.214 -2.402 -0.946  0.098
98 H 4.408 -3.558 -1.135  0.118
99 H 6.298 -2.887 0.289  0.120
100 H 6.055 -1.075 1.946  0.122

Computed properties:
Calculated total energy = -153926.2710 eV
Total charge = +2
Max |F| = 0.016 hartree/bohr
Relative energy (zero: lowest compared OMol25 entry of this formula, charge and spin) = 0.641 eV
Multiplicity = 6
Gap between HOMO and LUMO (spin up / spin down) = 9.2 / 9.1 eV